This record from the Open Molecules 2025 dataset describes a 7-piece molecular cluster, C30H53NO14S6 overall at a distorted geometry. The level of theory is ωB97M-V with the def2-TZVPD basis set.

Element x y z (Å)
S (-5.5276, -8.9065, -3.5009)
S (4.3116, 3.0662, -3.5136)
S (4.3080, 0.5068, 4.7298)
S (1.3512, 8.8864, 5.2287)
S (-0.4348, -0.7978, 0.8077)
S (-7.3865, 5.1891, 3.7300)
O (-6.8475, 5.9982, 2.6196)
O (-0.8211, -1.4785, 2.0510)
O (0.9026, -0.8977, 0.2582)
O (3.0139, 3.5788, -2.9369)
O (1.3486, -4.9021, -5.0066)
O (-0.0548, -3.4694, -5.7862)
O (4.5149, 0.9469, 3.3930)
O (1.8992, 8.4965, 6.5443)
O (-6.2076, -8.3869, -2.3297)
O (0.3631, 9.9470, 5.0681)
O (-8.7650, 4.5627, 3.8502)
O (-6.0188, -10.1170, -4.1915)
O (3.0864, 0.9148, 5.4708)
O (5.5023, 3.8969, -3.8782)
N (0.5868, -4.5125, -5.8628)
C (-4.0744, -6.7189, -3.9241)
C (3.0431, 7.6304, 3.4436)
C (-5.2837, -7.4198, -4.5917)
C (5.7510, 0.6200, 5.8245)
C (0.9422, -7.5457, -8.0701)
C (-1.1841, -6.5378, -8.5103)
C (-0.8834, 1.0228, 0.9421)
C (-0.8041, -5.3971, -7.7602)
C (4.4289, -1.2335, 4.7325)
C (-2.6177, -0.0836, -0.5426)
C (3.9145, 1.6030, -4.5659)
C (0.8028, 7.3610, 4.4321)
C (-6.7360, 5.8351, 5.3209)
C (-5.5476, 4.9421, 5.7370)
C (6.5145, -0.6775, 5.9584)
C (5.0155, 1.9576, -2.1014)
C (5.8935, -1.6432, 4.9641)
C (-5.1575, 4.1490, 4.5483)
C (-1.6017, -1.1652, -0.5770)
C (2.6982, 9.0858, 3.9350)
C (-0.3260, -7.5819, -8.5580)
C (0.3981, -5.4173, -7.0118)
C (1.3210, -6.4241, -7.3493)
C (-1.8875, 1.2581, -0.1575)
C (4.3852, 0.3387, -3.7883)
C (-6.3939, 3.6969, 3.7627)
C (-3.7110, -9.0375, -3.2014)
C (5.4627, 0.7005, -2.8414)
C (-2.9948, -7.8465, -3.7937)
C (2.0536, 6.6376, 4.0467)
H (-4.7952, 4.9081, 3.8550)
H (-3.7605, -5.8882, -4.5562)
H (0.1801, 6.8566, 5.1709)
H (-1.2628, 1.3122, 1.9221)
H (1.9253, 5.9634, 3.1999)
H (2.8478, 1.5632, -4.7867)
H (-4.4157, -6.2877, -2.9830)
H (-0.9724, -1.0978, -1.4645)
H (-7.5941, 5.7734, 5.9903)
H (-6.2311, 3.5714, 2.6923)
H (-6.6405, 6.9153, 5.2108)
H (1.5049, -8.4675, -8.0652)
H (5.5614, -0.1175, -2.1277)
H (-2.6050, 2.0298, 0.1216)
H (6.3612, -1.4842, 3.9925)
H (-6.2518, -6.9788, -4.8297)
H (-1.4901, -4.5716, -7.6401)
H (-2.0343, -6.6343, -9.1694)
H (-1.4942, 1.7770, -1.0316)
H (2.2619, 9.6589, 3.1168)
H (-4.9790, -7.7360, -5.5893)
H (-6.9099, 2.8375, 4.1908)
H (6.3895, 0.7066, -3.4150)
H (-4.7958, 5.5892, 6.1888)
H (0.1979, 7.6958, 3.5894)
H (4.0011, -1.6725, 3.8311)
H (-3.5313, -9.9527, -3.7654)
H (4.4818, 1.6813, -5.4933)
H (-3.6398, -9.1855, -2.1238)
H (-2.1013, -2.1140, -0.3819)
H (2.2692, -6.5711, -6.8537)
H (-3.3943, -0.4918, 0.1042)
H (-0.0122, 1.6349, 0.7091)
H (-3.0777, 0.0613, -1.5201)
H (3.5289, -0.2060, -3.3905)
H (-2.2680, -7.6007, -3.0194)
H (-0.6041, -8.4450, -9.1447)
H (6.4952, -1.1881, 6.9211)
H (6.3478, 1.4526, 5.4520)
H (-4.4495, 3.3861, 4.8720)
H (4.0139, 7.2477, 3.7584)
H (3.8113, -1.6165, 5.5449)
H (-5.8511, 4.2825, 6.5500)
H (6.1916, -2.6243, 5.3341)
H (4.7541, -0.2982, -4.5923)
H (2.4419, 6.1834, 4.9583)
H (3.4716, 9.7938, 4.2327)
H (-2.4530, -8.1127, -4.7012)
H (7.5896, -0.5789, 5.8082)
H (5.6850, 2.3040, -1.3141)
H (3.2024, 7.5395, 2.3691)
H (5.4589, 0.9177, 6.8315)
H (4.0944, 1.6477, -1.6077)

## Properties
LUMO in eV: -0.97
HOMO level in hartree: -0.3645
SMILES string: O=[N+]([O-])c1ccccc1.O=S1(=O)CCCC1.O=S1(=O)CCCC1.O=S1(=O)CCCC1.O=S1(=O)CCCC1.O=S1(=O)CCCC1.O=S1(=O)CCCC1